# 1
A cluster of 7 separate species, C9H26F5NO9S in total. Source: the OMol25 dataset; level of theory: ωB97M-V/def2-TZVPD.

Its molar mass is 419.4 g/mol. The calculation puts the HOMO energy at -9.71 eV. Its SMILES is O=C(F)CN(C(F)(F)F)S(=O)(=O)F.CO.CO.CO.CO.CO.CO. As for the spin multiplicity: 1. Its frontier orbital gap is 9.263 eV.

```
51
C9H26F5NO9S | the OMol25 dataset | ωB97M-V/def2-TZVPD
O -1.54318 3.94470 1.07640
C -2.11102 3.04578 0.62330
F -3.44487 3.05542 0.49613
C -1.24473 1.83478 0.11644
N -0.99271 0.89525 1.23115
C -2.17665 0.18990 1.65600
F -2.87785 0.88866 2.56266
F -3.02819 -0.10454 0.65763
F -1.87113 -0.97562 2.25231
S 0.32691 -0.12480 0.94288
O 1.34118 0.50277 0.16349
O 0.92485 -0.53881 2.18740
F -0.17916 -1.39328 0.07349
H -1.71197 1.37080 -0.77893
H -0.30611 2.30037 -0.24328
C 1.38446 5.98483 2.58710
O 0.29826 5.60844 3.42703
H 2.00697 6.70160 3.11977
H 1.98060 5.10308 2.33719
H 1.00063 6.44718 1.67323
H -0.23468 4.97681 2.93316
C 0.35380 -3.96961 -2.50063
O 0.90033 -3.82185 -1.19033
H 0.85556 -4.79655 -2.99844
H -0.71368 -4.18519 -2.43312
H 0.51241 -3.05354 -3.07380
H 0.44097 -3.08697 -0.77236
C -2.48969 -6.99144 -3.00722
O -1.95353 -6.01697 -3.89580
H -2.75691 -6.49868 -2.07465
H -3.38320 -7.44529 -3.44335
H -1.74410 -7.76430 -2.80479
H -1.72340 -6.47154 -4.71272
C 0.87792 8.69794 4.94788
O 2.29753 8.77653 5.04368
H 0.60157 8.64388 3.89729
H 0.52368 7.80109 5.46052
H 0.42599 9.58771 5.39463
H 2.51996 8.82273 5.97901
C 2.67207 -4.25385 1.86481
O 3.01858 -2.91091 2.18507
H 3.46857 -4.90854 2.21444
H 1.73723 -4.52839 2.36217
H 2.56220 -4.36610 0.78377
H 2.30372 -2.34710 1.86939
C 0.50760 -2.27165 -6.46609
O -0.56972 -2.60171 -5.59687
H 1.17605 -1.58947 -5.94466
H 1.05837 -3.17505 -6.74048
H 0.12669 -1.78356 -7.36699
H -1.14814 -3.20494 -6.07491
```

=====

# 2
An isolated molecule of C20H23NO. Source: the OMol25 dataset; level of theory: ωB97M-V/def2-TZVPD.

Its molar mass is 293.4 g/mol. The calculation puts the HOMO energy at -8.58 eV. Its SMILES is O=C(CCC1CCCC1)Nc1ccccc1-c1ccccc1. As for the spin multiplicity: 1. Its frontier orbital gap is 9.027 eV.

```
45
C20H23NO | the OMol25 dataset | ωB97M-V/def2-TZVPD
O 1.19931 -0.16176 -1.83157
C 1.56233 -0.22440 -0.70003
C 1.99736 0.83737 0.16922
C 0.99854 1.68000 0.43037
C 1.02317 2.96117 1.19902
C 1.16295 2.37460 2.81291
C -0.29573 2.50549 3.26704
C -0.96327 3.41252 2.04179
C 0.11138 3.90088 1.23903
N 1.41131 -1.41852 -0.15246
C 1.07124 -2.69311 -0.81254
C 2.04563 -3.83063 -0.87245
C 1.47472 -5.11038 -1.45834
C 0.27065 -5.18991 -2.06767
C -0.54755 -3.84725 -2.30813
C -0.18328 -2.74793 -1.60024
C -1.06899 -1.56414 -1.37528
C -1.80486 -1.02008 -2.63723
C -2.51906 0.05560 -2.62070
C -2.64579 0.60474 -1.22524
C -2.47268 -0.02489 -0.05754
C -1.43914 -1.06621 -0.25980
H 2.94603 1.22122 -0.29348
H 2.35505 0.31467 0.96739
H 0.35765 1.84765 -0.52355
H 0.02579 1.03021 0.77195
H 2.12157 3.29859 1.15078
H 1.68596 3.23349 3.29875
H 1.48752 1.41045 2.89995
H -0.79071 1.55331 3.10840
H -0.53226 2.79439 4.39356
H -1.64816 4.21365 2.64170
H -1.61443 2.75651 1.58960
H -0.51660 4.17831 0.19320
H 0.49775 4.98462 1.49923
H 1.94464 -1.59382 0.42606
H 2.65159 -4.00721 -0.20852
H 1.90719 -5.91932 -1.49725
H -0.24212 -6.05018 -2.71732
H -1.48397 -3.88705 -2.80443
H -1.39574 -1.42848 -3.45545
H -2.92328 0.69573 -3.39272
H -3.51050 1.33143 -1.07164
H -2.55734 0.29980 1.02609
H -1.15390 -1.71114 0.81750
```

=====

# 3
A structure of composition C22H30CaI2N3O7S. Source: the OMol25 dataset; level of theory: ωB97M-V/def2-TZVPD.

Its molar mass is 774.4 g/mol. The calculation puts the HOMO energy at -4.62 eV. Its charge is -1. As for the spin multiplicity: 1. Its frontier orbital gap is 6.834 eV.

```
66
C22H30CaI2N3O7S | the OMol25 dataset | ωB97M-V/def2-TZVPD
Ca 0.90730 0.62632 0.14170
O 3.25989 4.13641 1.33276
C 2.97353 2.95343 0.79669
O 2.49981 2.04024 1.43299
C 3.27035 2.87888 -0.68298
O 2.94894 1.61563 -1.19416
C 4.02548 0.65222 -1.17642
C 3.73959 -0.59098 -0.30845
O 4.70862 -1.15502 0.17577
O 2.50198 -0.91682 -0.24177
H 2.91602 4.12518 2.23909
H 4.31147 3.15249 -0.87454
H 2.61596 3.61760 -1.15078
H 4.94610 1.12498 -0.83579
H 4.15962 0.30836 -2.20436
N 0.27354 -2.80513 0.05287
C 0.04412 -4.06784 0.79624
C 0.04508 -3.75300 2.28592
N 1.30228 -3.11677 2.63958
H 1.02961 -2.28684 0.53032
H 0.54425 -3.00089 -0.91682
H 0.84129 -4.76222 0.53216
H -0.90067 -4.49076 0.46022
H -0.16097 -4.67397 2.84190
H -0.76269 -3.05043 2.50114
H 2.01741 -3.76684 2.93080
H 1.18641 -2.38620 3.32579
O 0.28241 0.47642 -3.72625
C -0.17345 1.19146 -2.74190
O -0.59182 0.68511 -1.68976
C -0.18786 2.66418 -2.97448
C -0.20905 3.07407 -4.31259
C -0.28489 4.40498 -4.66440
C -0.32898 5.35387 -3.64459
C -0.28961 4.96540 -2.32285
C -0.21143 3.61375 -1.92070
S -0.10574 3.31500 -0.19919
H -0.17074 2.30665 -5.07305
H -0.31006 4.70209 -5.70475
H -0.39061 6.40929 -3.88610
H -0.31160 5.71231 -1.53940
C -2.94690 -1.86799 -1.30599
N -2.49462 -1.80930 0.08075
C -3.20673 -2.80646 0.86848
C -2.72430 -0.46106 0.63789
C -2.03905 -0.27546 1.97061
C -2.81809 -0.20699 3.12623
C -2.22574 -0.05101 4.37509
C -0.84292 0.01766 4.45108
C -0.08758 -0.08107 3.28478
C -0.63272 -0.20861 1.99354
H -2.70460 -2.84080 -1.73930
H -2.43835 -1.10026 -1.88447
H -4.03490 -1.70935 -1.37824
H -0.61766 -2.24416 0.05397
H -4.29158 -2.61004 0.87729
H -2.85826 -2.79620 1.90143
H -3.04968 -3.79863 0.44056
H -3.81141 -0.29308 0.72418
H -2.32947 0.25981 -0.07788
H -3.90047 -0.26820 3.04710
H -2.83416 0.01973 5.26895
H -0.35455 0.14746 5.41200
H 0.99606 -0.01607 3.40373
I 0.22583 -1.65564 -3.49858
I 0.06097 -4.62683 -3.06304
```